# 1
C4H6Si in the gas phase, computed with the ωB97M-V functional and the def2-TZVPD basis.

As for the SMILES: C#CC[SiH]=C. The multiplicity is 1. The gap between HOMO and LUMO (alpha / beta) is 0.301 / 0.301 Eh. For the HOMO energy (alpha / beta), the calculation gives -8.40 / -8.41 eV. The charge is 0.

Last column: Mulliken charge in e.
Geometry (Å):
C: 1.5058 -2.1017 -0.0758  0.0183
C: 1.1700 -0.9687 -0.3972  -0.4229
C: 0.7121 0.2892 -1.0583  -0.6941
Si: -0.5300 1.0335 0.1153  0.3455
C: -1.9935 0.5788 1.1157  -0.7353
H: 1.6306 -3.1380 0.1364  0.4107
H: 1.5777 1.0970 -1.1045  0.2750
H: 0.4612 0.0975 -2.0408  0.3959
H: 0.6125 1.7425 0.8229  -0.0954
H: -2.3037 1.2711 1.8590  0.2679
H: -2.8426 0.0988 0.6272  0.2345



# 2
A gas-phase ion, C7H11N3O (charge +2), computed with the ωB97M-V functional and the def2-TZVPD basis.

The multiplicity is 1. The gap between HOMO and LUMO is 0.268 Eh. For the HOMO energy, the calculation gives -18.41 eV. The charge is +2.

Last column: Mulliken charge in e.
Geometry (Å):
C: 1.1681 2.4909 1.0799  0.0766
C: -0.8335 2.6704 -1.3743  -0.0969
C: -0.3578 3.7234 -0.4356  0.4869
C: 0.2907 0.5356 -0.8169  -0.0429
C: 1.0515 -1.9769 1.4592  -0.9827
C: -0.6095 -2.6661 -0.3799  -1.5305
C: 0.5089 -1.6991 -0.0129  0.3057
N: -0.4773 1.4901 -1.2368  0.0455
N: 0.4572 3.2691 0.5309  -0.0093
N: -0.8354 4.9317 -0.5669  -0.2169
O: -0.2450 -0.3494 -0.0899  -0.2121
H: -1.4418 2.8301 -2.1934  0.4771
H: 1.3123 0.4524 -1.3660  0.3560
H: 1.8501 -2.7356 1.3785  0.3619
H: 1.3016 -0.8971 1.9340  0.2588
H: 0.1731 -2.1737 2.0441  0.3566
H: -0.1463 -3.5618 -0.4394  0.4417
H: -1.0821 -2.4342 -1.2438  0.4527
H: -1.3407 -2.5639 0.3954  0.4305
H: 1.3507 -1.4810 -0.7810  0.4133
H: -1.5084 5.2476 -1.2736  0.3072
H: -0.4442 5.6030 0.1097  0.3206



# 3
2 unconnected molecules or ions with the total composition C3H12N2S, computed with the ωB97M-V functional and the def2-TZVPD basis.

As for the SMILES: CSC.NCN. The multiplicity is 1. The gap between HOMO and LUMO is 0.341 Eh. For the HOMO energy, the calculation gives -8.47 eV. The charge is 0.

Last column: Mulliken charge in e.
Geometry (Å):
C: -0.5524 0.3808 -3.0289  -0.8166
S: -0.1751 1.8355 -2.0417  -0.1158
C: -0.5355 1.2543 -0.3526  -0.6280
H: 0.3767 -0.0626 -3.3965  0.2683
H: -1.1672 0.6287 -3.9004  0.3057
H: -1.1548 -0.4070 -2.5502  0.2820
H: -0.5771 0.1462 -0.4716  0.0655
H: 0.2892 1.5588 0.2670  0.3043
H: -1.5776 1.5521 -0.2413  0.3302
N: -0.3199 -1.2571 3.3348  -0.6775
C: 0.3204 -2.1290 2.1891  -0.3631
N: 1.5511 -1.6862 1.6889  -0.5265
H: -0.1428 -0.2989 3.0552  0.2363
H: -1.2951 -1.5034 3.2227  0.2475
H: 0.3040 -3.0900 2.6761  0.2980
H: -0.5559 -2.1282 1.4934  0.2803
H: 1.7570 -0.6903 1.6528  0.2291
H: 2.2390 -1.9107 2.4129  0.2803



# 4
2 unconnected molecules or ions with the total composition C3H8O, computed with the ωB97M-V functional and the def2-TZVPD basis.

As for the SMILES: C=CO.C. The multiplicity is 1. The gap between HOMO and LUMO is 0.363 Eh. For the HOMO energy, the calculation gives -8.93 eV. The charge is 0.

Last column: Mulliken charge in e.
Geometry (Å):
C: -1.1978 -0.8516 -2.4473  -0.6304
C: -1.3298 -0.1919 -1.2057  0.0932
O: -2.0096 1.0986 -1.1815  -0.4693
H: -0.3216 -1.5561 -2.4795  0.2430
H: -2.1013 -0.9502 -3.1762  0.2173
H: -1.0163 -0.8410 -0.2834  0.2392
H: -2.7415 0.9612 -1.8227  0.3012
C: 2.1594 0.4838 2.5107  -0.7452
H: 2.1316 -0.3298 3.2600  0.2261
H: 3.1604 0.6232 2.0966  0.2168
H: 1.4171 0.1973 1.6807  0.0744
H: 1.8493 1.3564 3.0484  0.2337



Looking at energy above the lowest of the compared OMol25 structures with the same formula, charge and spin for the records above, in order, we have 282.7 198.6 117.6 264.8 kJ/mol.
Looking at strongest force on any atom for the records above, in order, we have 3.65 4.17 4.50 3.37 eV/Å.